{
  "formula": "C24H39N2O6PtSe3SiTe",
  "method": "ωB97M-V/def2-TZVPD",
  "species": ["Pt", "O", "C", "C", "C", "C", "N", "C", "C", "C", "C", "C", "C", "O", "C", "C", "N", "H", "H", "H", "H", "H", "H", "H", "H", "H", "H", "H", "H", "Se", "Se", "Te", "Se", "C", "C", "C", "C", "O", "Si", "O", "O", "C", "C", "C", "C", "O", "C", "C", "C", "C", "H", "H", "H", "H", "H", "H", "H", "H", "H", "H", "H", "H", "H", "H", "H", "H", "H", "H", "H", "H", "H", "H", "H", "H", "H", "H", "H"],
  "xyz": [[-0.7996, 1.9323, -0.6975], [-4.1562, 0.2386, 5.1330], [-2.7801, -0.0520, 4.9403], [-2.2992, 0.5025, 3.6318], [-0.9320, 0.3372, 3.2916], [-0.5048, 0.7739, 2.0662], [-1.3134, 1.3773, 1.1921], [-2.6215, 1.6276, 1.5275], [-3.1279, 1.1463, 2.7616], [-3.3422, 2.3717, 0.5720], [-4.6890, 2.7752, 0.7217], [-5.3255, 3.4759, -0.2640], [-6.7363, 3.9521, -0.0796], [-6.8036, 5.3583, 0.1659], [-4.5999, 3.7956, -1.4335], [-3.2890, 3.4044, -1.5339], [-2.6479, 2.7230, -0.5732], [-4.4395, -0.1742, 5.9516], [-2.6085, -1.1359, 4.9430], [-2.1774, 0.3777, 5.7503], [-0.2337, -0.1381, 3.9688], [0.5090, 0.6565, 1.7275], [-4.1667, 1.2883, 3.0183], [-5.2190, 2.5132, 1.6285], [-7.2092, 3.4016, 0.7410], [-7.3197, 3.7801, -0.9860], [-6.0108, 5.6012, 0.6548], [-5.0534, 4.3474, -2.2451], [-2.7044, 3.6520, -2.4097], [0.2959, 0.9962, -4.1516], [-0.3034, 1.7718, -6.1271], [-0.8644, 4.7173, -3.9706], [0.2162, 2.9176, -2.6486], [-0.3307, -3.2718, 1.1991], [0.0088, -2.6302, -0.1409], [-1.2147, -1.9153, -0.7156], [0.4775, -3.7041, -1.1197], [1.0965, -1.7338, 0.1177], [1.7531, -0.4701, -0.7249], [0.9550, 0.8999, -0.6895], [2.0045, -0.9319, -2.2830], [3.0951, -1.5459, -2.9653], [3.6362, -2.7536, -2.1988], [2.5596, -2.0022, -4.3196], [4.1945, -0.5041, -3.1643], [3.2664, -0.3081, -0.0879], [3.8803, -0.4096, 1.1859], [5.1135, 0.4861, 1.1312], [2.9484, 0.0533, 2.2984], [4.2872, -1.8614, 1.4281], [-1.1594, -3.9747, 1.0868], [-0.6179, -2.5026, 1.9167], [0.5366, -3.8099, 1.5876], [-1.8712, -2.6357, -1.2089], [-0.9209, -1.1695, -1.4554], [-1.7863, -1.4118, 0.0619], [-0.3114, -4.4440, -1.2711], [1.3622, -4.2087, -0.7273], [0.7277, -3.2567, -2.0818], [2.9697, -3.6111, -2.2972], [3.7476, -2.5197, -1.1414], [4.6140, -3.0354, -2.5957], [1.6946, -2.6524, -4.1783], [3.3273, -2.5560, -4.8653], [2.2524, -1.1480, -4.9223], [4.5661, -0.1598, -2.1991], [3.7955, 0.3536, -3.7081], [5.0227, -0.9292, -3.7365], [4.8147, 1.5153, 0.9295], [5.7760, 0.1580, 0.3286], [5.6617, 0.4537, 2.0754], [2.6139, 1.0750, 2.1096], [3.4664, 0.0283, 3.2598], [2.0826, -0.6065, 2.3563], [4.9747, -2.1957, 0.6493], [3.4030, -2.5009, 1.4132], [4.7837, -1.9654, 2.3958]],
  "mulliken_charge": [0.64, -0.50, -0.56, 0.43, -0.89, -0.93, -0.34, 0.07, -0.56, 0.76, -0.49, 0.37, -0.66, -0.52, -0.93, 0.44, 0.06, 0.30, 0.32, 0.31, 0.53, 0.75, 0.53, 0.23, 0.29, 0.32, 0.35, 0.46, -0.22, 0.00, -0.60, -0.42, -0.41, -1.82, 1.84, -1.14, -1.62, 1.13, -1.81, -0.34, 0.42, 1.73, -1.34, -1.67, -1.63, 0.34, 2.14, -1.90, -1.32, -1.75, 0.37, 0.29, 0.37, 0.43, 0.13, 0.23, 0.57, 0.31, 0.10, 0.25, 0.04, 0.52, 0.32, 0.40, 0.30, 0.11, 0.28, 0.50, 0.39, 0.38, 0.40, 0.35, 0.60, -0.01, 0.35, 0.14, 0.51],
  "total_energy_ev": -255250.772,
  "total_charge": -1,
  "e_above_lowest_kcal_mol": 0.0,
  "homo_ev": [-2.9, -2.1],
  "spin_multiplicity": 1
}


{
  "formula": "C2H3BrO3S",
  "method": "ωB97M-V/def2-TZVPD",
  "species": ["C", "C", "O", "O", "O", "S", "Br", "H", "H", "H"],
  "xyz": [[0.2668, -1.3060, 0.6495], [0.8683, -0.1699, 0.6590], [-1.1378, 1.1459, -0.6476], [-1.0279, 1.2893, 1.7920], [-1.0246, -1.0598, 0.7265], [-0.6674, 0.6427, 0.5939], [0.4617, 0.9168, -3.3430], [-0.3227, 0.9551, -1.9935], [0.6397, -2.3708, 0.5547], [1.9440, -0.0433, 1.0085]],
  "mulliken_charge": [0.11, -0.32, -0.51, -0.51, -0.33, 1.01, -0.36, 0.27, 0.32, 0.30],
  "total_energy_ev": -89139.623,
  "total_charge": 0,
  "e_above_lowest_kcal_mol": 43.5,
  "homo_ev": -10.2,
  "spin_multiplicity": 1
}


{
  "formula": "C17H13F3FeO3S",
  "method": "ωB97M-V/def2-TZVPD",
  "species": ["O", "C", "Fe", "C", "O", "C", "O", "C", "C", "C", "C", "C", "C", "C", "H", "H", "H", "H", "H", "H", "H", "H", "H", "F", "C", "F", "F", "C", "C", "C", "C", "C", "S", "C", "H", "H", "H", "H"],
  "xyz": [[-0.2112, 2.4864, -3.0366], [-0.3178, 1.6178, -2.2727], [-0.1569, 0.9864, -0.6280], [-0.8023, 2.4569, 0.3239], [-0.9162, 3.4800, 0.8659], [1.3998, 1.7902, -0.4482], [2.3452, 2.3916, -0.1359], [1.0037, -0.6427, -0.8237], [1.9192, -1.4522, 0.0659], [1.5746, -1.7902, 1.5443], [0.8377, -0.6623, 2.2839], [-0.2776, -0.0868, 1.5125], [-1.0157, -0.6827, 0.3948], [-0.4087, -0.9563, -0.8569], [1.4889, -0.5002, -1.7991], [1.9970, -2.4236, -0.4400], [2.9348, -1.0497, 0.0098], [1.0246, -2.7599, 1.5574], [2.5247, -1.9531, 2.0775], [0.6853, -0.6715, 3.3634], [-0.8977, 0.6684, 2.0468], [-2.1055, -0.9048, 0.4911], [-0.9156, -1.3807, -1.7785], [7.3314, -1.4899, 4.4029], [6.5236, -1.9255, 5.4229], [6.3258, -3.2733, 5.2332], [7.2537, -1.7924, 6.5772], [5.2090, -1.1633, 5.4586], [4.7145, -0.7856, 6.7172], [3.5267, -0.0230, 6.7246], [2.8329, 0.2796, 5.5582], [3.3571, -0.1154, 4.2908], [2.6757, 0.4396, 2.8116], [4.5534, -0.8729, 4.2736], [5.2606, -1.0511, 7.6514], [3.1934, 0.3503, 7.7071], [1.9075, 0.8787, 5.5613], [4.9875, -1.1520, 3.2987]],
  "mulliken_charge": [-0.36, 0.11, 0.13, 0.35, -0.32, 0.17, -0.36, 0.06, -0.86, -0.68, -0.68, -0.43, -0.74, -0.52, 0.63, 0.39, 0.34, 0.43, 0.25, 0.63, 0.69, 0.40, 0.40, -0.26, 0.88, -0.24, -0.27, -0.04, -0.64, -0.57, -0.51, 0.36, 0.05, -0.32, 0.39, 0.34, 0.42, 0.38],
  "total_energy_ev": -77349.742,
  "total_charge": 0,
  "e_above_lowest_kcal_mol": 33.0,
  "homo_ev": [-5.5, -8.3],
  "spin_multiplicity": 5
}


{
  "formula": "C5H6Cl2N2",
  "method": "ωB97M-V/def2-TZVPD",
  "species": ["N", "C", "N", "C", "C", "C", "C", "Cl", "H", "H", "H", "H", "H", "Cl", "H"],
  "xyz": [[0.2357, 0.6503, 1.9922], [0.2939, -0.1174, 0.8626], [-0.5624, -1.1022, 0.8138], [-0.6685, -1.8831, -0.2845], [0.0828, -1.6436, -1.4101], [1.0037, -0.5331, -1.4036], [1.1842, 0.1529, -0.2002], [2.2367, 1.5570, -0.1339], [0.7433, 1.4824, 1.9552], [-0.5976, 0.8567, 2.3498], [-1.2519, -2.7699, -0.1104], [-0.0654, -2.1487, -2.4009], [1.6794, -0.2548, -2.1881], [-1.6297, 2.5988, -0.2697], [-2.6843, 3.1548, 0.4277]],
  "mulliken_charge": [-0.49, 0.25, -0.57, -0.34, -0.43, -0.38, 0.60, -0.22, 0.22, 0.26, 0.41, 0.31, 0.39, -0.26, 0.26],
  "total_energy_ev": -33307.228,
  "total_charge": 0,
  "e_above_lowest_kcal_mol": 4.3,
  "homo_ev": -8.6,
  "spin_multiplicity": 1
}